[1]
Entry from the Open Molecules 2025 dataset: 5 unconnected molecules or ions with the total composition C31H33ClO17Si (the ωB97M-V functional and the def2-TZVPD basis).

The geometry in XYZ format:
```
83
Properties=species:S:1:pos:R:3:forces:R:3
C 1.56456 -0.19997 -0.99169 -0.6 -0.2 1.6
C 0.44442 0.93568 -1.37248 -0.3 -1.1 -0.6
Si 1.20197 2.48060 -2.32033 -1.0 -1.1 0.0
Cl 3.31560 2.26241 -2.56931 -1.2 0.2 0.0
C 0.19631 2.63369 -3.95517 -0.5 0.6 -0.6
C 0.72123 3.78996 -4.99180 -1.1 -0.4 -1.7
C 1.62938 3.15301 -6.24244 0.7 0.6 -0.3
C 3.26304 3.37939 -5.97435 -1.1 0.1 0.0
O 3.95476 3.69212 -7.26046 -0.1 -2.8 0.6
C 4.29973 2.40996 -7.95764 -0.5 -0.8 0.0
H 2.12048 0.19395 -0.01564 -0.8 -0.9 -2.3
H 1.02075 -1.20396 -0.64355 1.2 2.1 -0.9
H 2.31333 -0.46686 -1.85319 -1.5 0.8 1.7
H -0.34265 0.40368 -2.09302 1.6 1.3 1.4
H -0.17186 1.33485 -0.46027 1.3 -1.0 -1.6
H 0.94865 3.68482 -1.49436 0.3 0.0 -0.1
H -0.91577 2.92875 -3.64852 2.3 -0.8 -0.4
H 0.13891 1.57665 -4.45911 0.1 2.1 0.7
H -0.25457 4.22320 -5.52579 2.1 -0.8 1.2
H 1.24389 4.71102 -4.48657 -0.8 -2.0 -0.8
H 1.36472 2.01643 -6.45276 0.5 2.4 0.7
H 1.41791 3.71672 -7.26993 0.3 -1.0 2.3
H 3.37558 4.33851 -5.28813 0.0 -2.2 -1.5
H 3.69104 2.41371 -5.45719 -0.5 2.0 -1.0
H 5.09027 1.78081 -7.33191 -1.4 1.5 -1.3
H 4.67996 2.60199 -9.07257 -0.8 -0.1 2.7
H 3.33763 1.71014 -8.02461 1.9 1.6 0.0
C -4.19211 -0.72684 -0.81366 0.3 0.2 0.1
C -4.87939 -1.86587 -0.70888 -1.1 -0.1 -1.6
C -4.70813 -2.76767 0.46375 0.1 -0.7 0.7
O -5.36748 -3.79832 0.54148 0.3 0.7 -0.4
C -3.73398 -2.37905 1.49555 -0.3 -0.2 -0.1
C -3.04428 -1.24170 1.38885 1.1 0.0 1.5
C -3.23591 -0.32689 0.23018 0.1 0.8 -0.6
O -2.60087 0.72056 0.16909 -0.3 -0.8 0.3
O -2.12521 -0.87171 2.35353 -1.0 0.2 -1.7
O -5.77798 -2.24971 -1.68731 1.0 -0.2 1.7
H -4.30842 -0.06093 -1.65945 0.0 0.0 0.1
H -3.60630 -3.05225 2.33354 0.0 0.0 -0.1
H -1.76037 -0.01188 2.05007 -0.2 -0.4 0.1
H -6.14715 -3.10649 -1.38083 0.1 0.3 -0.1
C -4.31854 -6.59218 2.13396 0.3 0.2 0.1
C -5.00583 -7.73121 2.23874 -1.1 -0.1 -1.5
C -4.83456 -8.63302 3.41137 -0.2 -0.9 0.6
O -5.49391 -9.66366 3.48910 0.4 0.8 -0.3
C -3.86041 -8.24440 4.44317 -0.2 -0.2 -0.1
C -3.17071 -7.10704 4.33647 1.1 -0.1 1.5
C -3.36234 -6.19223 3.17780 0.0 0.7 -0.7
O -2.72730 -5.14478 3.11671 -0.2 -0.7 0.3
O -2.25164 -6.73705 5.30115 -1.1 0.1 -1.7
O -5.90441 -8.11506 1.26031 1.0 -0.2 1.7
H -4.43485 -5.92627 1.28817 0.0 0.0 0.1
H -3.73273 -8.91759 5.28116 0.0 0.0 0.0
H -1.88680 -5.87722 4.99769 -0.1 -0.3 0.2
H -6.27358 -8.97183 1.56679 0.1 0.4 -0.1
C 4.78552 9.35653 -5.46258 0.3 0.3 0.2
C 4.09824 8.21750 -5.35780 -1.1 -0.1 -1.6
C 4.26950 7.31570 -4.18517 0.0 -0.8 0.7
O 3.61016 6.28505 -4.10745 0.3 0.8 -0.3
C 5.24365 7.70432 -3.15338 -0.3 -0.3 -0.2
C 5.93335 8.84167 -3.26007 1.1 0.0 1.6
C 5.74173 9.75648 -4.41875 0.1 0.9 -0.7
O 6.37677 10.80393 -4.47984 -0.3 -0.8 0.3
O 6.85243 9.21166 -2.29539 -1.1 0.2 -1.7
O 3.19966 7.83366 -6.33624 1.0 -0.1 1.8
H 4.66922 10.02244 -6.30837 0.0 0.0 0.1
H 5.37134 7.03112 -2.31538 0.0 0.0 0.0
H 7.21727 10.07149 -2.59885 -0.2 -0.3 0.1
H 2.83049 6.97688 -6.02975 0.2 0.3 -0.2
C -0.73610 -3.05531 7.89544 0.2 0.2 0.1
C -1.42338 -4.19434 8.00022 -1.0 0.0 -1.5
C -1.25212 -5.09614 9.17285 -0.1 -0.9 0.7
O -1.91147 -6.12679 9.25057 0.3 0.8 -0.3
C -0.27797 -4.70752 10.20464 -0.3 -0.2 -0.2
C 0.41173 -3.57017 10.09795 1.1 0.0 1.6
C 0.22010 -2.65536 8.93927 0.2 0.9 -0.7
O 0.85514 -1.60791 8.87819 -0.3 -0.8 0.3
O 1.33081 -3.20018 11.06263 -1.1 0.2 -1.7
O -2.32197 -4.57818 7.02179 1.0 0.0 1.8
H -0.85240 -2.38940 7.04965 0.0 0.0 0.1
H -0.15028 -5.38072 11.04264 0.0 0.0 0.0
H 1.69565 -2.34035 10.75917 -0.2 -0.3 0.1
H -2.69113 -5.43496 7.32827 0.1 0.2 -0.2
```
Positions in Å, forces in eV/Å.

Computed properties:
Maximum force in Eh/bohr: 0.0553
E_LUMO in Ha: -0.066
Structure (SMILES): O=C1C=C(O)C(=O)C=C1O.O=C1C=C(O)C(=O)C=C1O.O=C1C=C(O)C(=O)C=C1O.O=C1C=C(O)C(=O)C=C1O.CC[Si@@H](Cl)CCCCOC
Gap between HOMO and LUMO in eV: 7.71
HOMO energy in eV: -9.51

***

[2]
Entry from the Open Molecules 2025 dataset: a molecular structure, C31H33CoN3PS3 (the ωB97M-V functional and the def2-TZVPD basis).

The geometry in XYZ format:
```
72
Properties=species:S:1:pos:R:3:forces:R:3
Co -0.19691 -0.20996 0.05356 0.6 0.5 -1.9
C -0.33065 0.99245 -2.70103 0.0 0.1 0.0
C 0.70016 -0.11040 -2.75019 0.1 0.0 -0.3
N 1.29082 -0.33674 -1.42163 -0.3 -0.6 0.4
C 2.51143 0.44534 -1.13933 0.1 -0.1 0.1
C 2.22672 1.91037 -0.95904 0.0 0.2 0.0
S 0.93122 2.12866 0.29314 -0.2 -0.7 0.3
C -0.35854 3.10096 -0.52936 0.1 0.2 0.1
C -1.54255 2.26435 -0.97379 0.0 0.1 -0.3
N -1.12402 0.93790 -1.44649 0.1 -0.2 0.7
H -0.98098 0.90156 -3.56933 -0.1 0.1 0.0
H 0.13632 1.97029 -2.76573 0.0 0.0 0.0
H 1.46642 0.13551 -3.48782 0.1 0.0 0.0
H 0.23054 -1.03467 -3.06522 0.0 -0.1 0.0
H 1.56032 -1.31642 -1.37423 0.0 0.0 0.0
H 3.24253 0.31658 -1.93898 0.1 -0.1 -0.1
H 2.94716 0.04933 -0.22156 0.0 -0.1 0.0
H 1.92507 2.40544 -1.87849 0.0 0.0 0.0
H 3.11844 2.41135 -0.58764 0.0 0.1 0.0
H 0.12433 3.64728 -1.33952 0.0 0.0 0.0
H -0.69794 3.82809 0.20941 0.0 0.0 -0.1
H -2.09170 2.80477 -1.74826 0.0 0.0 -0.1
H -2.20807 2.11477 -0.13843 -0.1 0.0 0.0
H -1.96629 0.40626 -1.62916 -0.1 0.0 0.0
S -1.34080 -1.96810 -1.14007 0.3 0.8 0.7
C -0.44576 -2.79697 0.06119 -0.4 -0.8 -0.1
N 0.33538 -2.08626 0.80953 0.7 1.2 0.8
C 0.91941 -2.86315 1.83664 0.1 0.4 -0.1
C 1.81868 -2.44542 2.81293 0.2 0.1 -0.2
C 2.27318 -3.36662 3.73458 0.0 0.1 0.0
C 1.86248 -4.70106 3.68754 0.0 -0.1 0.0
C 0.99917 -5.13471 2.70275 -0.1 -0.1 0.0
C 0.53064 -4.19559 1.78769 -0.2 -0.2 0.0
S -0.58627 -4.44835 0.47513 0.0 -0.3 -0.1
H 2.16343 -1.42166 2.83529 0.0 -0.3 0.0
H 2.96735 -3.05208 4.50443 0.0 0.0 -0.1
H 2.22871 -5.40288 4.42652 0.0 0.0 -0.1
H 0.68783 -6.17063 2.64302 0.0 0.1 0.0
C -2.40939 4.87469 2.51278 0.0 0.0 0.0
C -3.28480 3.91018 2.02439 0.0 -0.1 0.0
C -2.87910 2.58722 1.93463 -0.1 0.1 0.2
C -1.59245 2.21176 2.33641 0.1 0.1 -0.1
C -0.72229 3.18515 2.83034 -0.1 0.0 0.1
C -1.13440 4.50931 2.92036 0.0 0.0 0.0
P -1.09847 0.46462 2.16423 -0.8 -0.6 -0.3
C 0.13118 0.18786 3.47022 0.2 0.1 -0.2
C -0.22817 -0.43318 4.66378 0.0 -0.1 0.0
C 0.69669 -0.54501 5.69418 0.0 0.0 0.0
C 1.98443 -0.05298 5.54090 0.0 0.0 0.0
C 2.36167 0.53675 4.34044 0.0 0.1 0.0
C 1.44337 0.64894 3.30906 -0.2 0.1 0.3
C -2.60607 -0.40981 2.64657 -0.1 0.0 0.1
C -3.31239 0.00544 3.78383 0.0 0.0 0.0
C -4.45242 -0.67263 4.17823 0.0 0.0 0.1
C -4.91265 -1.75842 3.43918 0.0 0.0 0.0
C -4.23699 -2.15612 2.29577 0.0 0.1 0.0
C -3.08674 -1.48115 1.90151 0.0 0.0 0.2
H -2.72669 5.90780 2.58408 0.0 0.0 0.0
H -4.28870 4.18662 1.72543 0.0 0.0 0.0
H -3.57629 1.83949 1.57077 0.0 0.0 0.1
H 0.27038 2.91773 3.16600 0.0 0.0 0.0
H -0.45978 5.25417 3.32473 0.0 0.0 0.0
H -1.21810 -0.85044 4.79429 0.1 0.1 0.0
H 0.40303 -1.01833 6.62314 0.0 0.0 -0.1
H 2.69873 -0.13767 6.35154 0.0 0.0 0.0
H 3.37171 0.90697 4.20979 0.0 0.0 0.0
H 1.75498 1.08847 2.37657 0.1 0.1 0.0
H -2.97923 0.86917 4.34990 0.0 -0.1 0.0
H -4.98985 -0.34918 5.06184 0.0 0.0 -0.1
H -5.80783 -2.28400 3.75077 0.1 0.0 0.0
H -4.60638 -2.98407 1.70311 0.0 0.0 0.0
H -2.58164 -1.77848 1.00004 0.0 -0.1 -0.1
```
Positions in Å, forces in eV/Å.

Computed properties:
Maximum force in Eh/bohr: 0.0391
E_LUMO (spin up / spin down) in Ha: -0.275 / -0.269
Charge: +2
Relative energy (zero: lowest compared OMol25 entry of this formula, charge and spin) in kcal per mole: 33.2
Gap between HOMO and LUMO (spin up / spin down) in eV: 6.24 / 6.40
HOMO energy (spin up / spin down) in eV: -13.72 / -13.72

***

[3]
Entry from the Open Molecules 2025 dataset: a molecular structure, C31H33FNO5SSbSiZr (the ωB97M-V functional and the def2-TZVPD basis).

The geometry in XYZ format:
```
75
Properties=species:S:1:pos:R:3:forces:R:3
Zr -0.48208 0.49333 -0.42066 0.0 0.1 0.0
O 0.62005 -0.20556 3.71017 0.0 0.0 0.0
C 0.04609 0.18323 2.62378 0.0 0.0 -0.1
O 0.21519 -0.34654 1.52122 0.0 0.0 0.1
C -0.88187 1.35528 2.76264 0.0 0.0 0.0
O -1.29318 1.64056 1.44086 0.0 0.0 0.0
C -2.43816 2.50309 1.27278 0.0 0.0 0.0
C -2.82115 2.44872 -0.20312 0.0 0.0 0.0
O -3.72748 3.07644 -0.63859 0.0 0.0 0.0
O -2.03639 1.61801 -0.91118 0.0 0.1 0.0
H 1.26353 -0.93435 3.55776 0.0 0.0 0.0
H -0.35664 2.20041 3.21473 0.0 0.0 0.0
H -1.72715 1.08007 3.40122 0.0 0.0 0.0
H -2.18450 3.52456 1.55526 0.0 0.0 0.0
H -3.26735 2.14289 1.88412 0.0 0.0 0.0
C -3.09502 -2.61441 -2.05908 0.0 0.0 0.0
Si -1.79035 -2.39267 -0.76511 0.0 0.0 0.0
C -2.52807 -1.45470 0.70964 0.0 0.0 0.0
C -1.08340 -3.98304 -0.11792 0.0 0.0 0.0
N -0.53756 -1.28614 -1.38382 0.0 -0.1 0.1
C -0.13289 -1.41082 -2.73615 0.0 0.1 0.0
C 0.08456 -2.59841 -3.42849 0.0 0.0 0.0
C 0.34781 -2.56641 -4.79260 0.0 0.0 0.0
C 0.40583 -1.36642 -5.48857 0.0 0.0 0.0
C 0.23251 -0.16135 -4.81643 0.0 0.0 0.0
C -0.00856 -0.24755 -3.47342 0.0 0.0 0.0
F -0.19009 0.91320 -2.71707 0.0 0.0 0.0
H -3.92125 -3.20746 -1.66026 0.0 0.0 0.0
H -2.72052 -3.12880 -2.94449 0.0 0.0 0.0
H -3.49766 -1.64946 -2.37565 0.0 0.0 0.0
H -3.54119 -1.85881 0.80131 0.0 0.0 0.0
H -2.71443 -0.37746 0.60024 0.0 0.0 0.0
H -2.02432 -1.64899 1.65578 0.0 0.0 0.0
H -1.87131 -4.57582 0.35326 0.0 0.0 0.0
H -0.31888 -3.78811 0.63658 0.0 0.0 0.0
H -0.64353 -4.59918 -0.90343 0.0 0.0 0.0
H 0.02150 -3.54603 -2.90878 0.0 0.0 0.0
H 0.49386 -3.49825 -5.32203 0.0 0.0 0.0
H 0.58571 -1.36304 -6.55447 0.0 0.0 0.0
H 0.27098 0.79767 -5.31453 0.0 0.0 0.0
S 1.74300 1.71129 -0.42465 0.0 0.0 0.0
Sb 3.44076 0.09555 -0.32530 0.0 0.0 0.0
C 3.12697 -1.26690 1.24001 0.0 0.0 0.0
C 2.39244 -2.43365 1.03707 0.0 0.0 0.0
C 2.16593 -3.29159 2.10190 0.0 0.0 0.0
C 2.65985 -2.98086 3.36584 0.0 0.0 0.0
C 3.39716 -1.81763 3.56525 0.0 0.0 0.0
C 3.64119 -0.95938 2.49490 0.0 0.0 0.1
C 3.63892 -0.99772 -2.08417 0.0 0.0 0.0
C 4.15045 -2.29199 -2.01244 0.0 0.0 0.0
C 4.40164 -2.98417 -3.18861 0.0 0.0 0.0
C 4.14957 -2.38225 -4.41330 0.0 0.0 0.0
C 3.64430 -1.09019 -4.47511 0.0 0.0 0.0
C 3.38580 -0.38760 -3.30880 0.0 0.0 0.0
C 5.15951 1.19144 0.08817 0.0 0.0 0.0
C 6.38142 0.67628 -0.33487 0.0 0.0 0.0
C 7.54176 1.37669 -0.04106 0.0 0.0 0.0
C 7.47197 2.57152 0.66283 0.0 0.0 0.0
C 6.24725 3.07901 1.07652 0.0 0.0 0.0
C 5.07829 2.39004 0.78970 0.0 0.0 0.0
H 1.98009 -2.66561 0.06055 0.0 0.0 0.0
H 1.60883 -4.20719 1.95234 0.0 0.0 0.0
H 2.48177 -3.65292 4.19519 0.0 0.0 0.0
H 3.79516 -1.58679 4.54476 0.0 0.0 0.0
H 4.23213 -0.06350 2.65099 0.0 0.0 0.0
H 4.37053 -2.75894 -1.05980 0.0 0.0 0.0
H 4.80408 -3.98731 -3.14706 0.0 0.0 0.0
H 4.35499 -2.92175 -5.32842 0.0 0.0 0.0
H 3.45966 -0.62454 -5.43360 0.0 0.0 0.0
H 2.99955 0.62413 -3.35851 0.0 0.0 0.0
H 6.43795 -0.24936 -0.89653 0.0 0.0 0.0
H 8.49833 0.99253 -0.36782 0.0 0.0 0.0
H 8.37980 3.11592 0.88509 0.0 0.0 0.0
H 6.20144 4.01507 1.61623 0.0 0.0 0.0
H 4.12096 2.79573 1.09467 0.0 0.0 0.0
```
Positions in Å, forces in eV/Å.

Computed properties:
Maximum force in Eh/bohr: 0.0024
E_LUMO in Ha: -0.223
Charge: +2
Relative energy (zero: lowest compared OMol25 entry of this formula, charge and spin) in kcal per mole: 0.4
Gap between HOMO and LUMO in eV: 7.69
HOMO energy in eV: -13.77